Record 1
Molecular formula: C22H38BF6HgN2O10P
Method: DFT, ωB97M-V/def2-TZVPD

The geometry in XYZ format:
```
81
Properties=species:S:1:pos:R:3:mulliken_charge:R:1
Hg 1.0136 -0.5220 0.6108 2.733
O 0.1796 1.5358 0.4421 -0.872
C -0.1813 2.6798 0.2913 0.221
O -0.5150 3.5114 1.2402 -0.677
B -0.8178 4.8474 0.6526 1.312
O -0.4935 4.6475 -0.7689 -0.628
C -0.0639 3.4595 -1.0323 0.475
O 0.3705 3.0140 -2.0590 -0.602
O -0.0541 5.8692 1.4031 -0.514
C -0.9472 6.7339 1.9006 0.487
O -0.7412 7.6583 2.6241 -0.545
C -2.3508 6.2731 1.5512 0.639
O -2.2475 5.1323 0.8667 -0.399
O -3.3957 6.6413 2.0100 -0.586
P 1.7304 -2.6572 2.7044 1.495
F 2.8370 -1.9322 1.7304 -0.351
F 2.6383 -2.5037 3.9669 -0.366
F 1.1370 -1.0698 2.8522 -0.467
F 0.5341 -3.2975 3.5958 -0.388
F 0.7162 -2.7590 1.4259 -0.390
F 2.3635 -4.1090 2.4052 -0.394
C -3.7667 1.9203 1.0165 -1.483
C -3.0901 0.6860 1.6757 0.991
C -4.2423 -0.2087 2.2936 -1.273
C -5.0271 -1.0537 1.2759 -0.748
C -4.0600 -1.7937 0.3168 -1.124
C -2.9773 -0.8860 -0.3074 1.764
N -2.2958 -0.1557 0.7884 0.858
O -1.3670 -0.9862 1.4569 -0.029
C -2.0308 -1.7824 -1.0855 -2.199
C -3.7601 -0.0086 -1.2715 -1.964
C -2.3204 1.1475 2.9236 -1.684
H -3.0207 2.5210 0.4947 0.006
H -4.0963 2.6414 1.7669 0.525
H -4.6599 1.6288 0.4749 0.380
H -3.7772 -0.9231 2.9828 0.413
H -4.9379 0.3998 2.8725 0.448
H -5.6675 -0.3548 0.7273 0.278
H -5.7411 -1.7569 1.7039 0.468
H -4.6874 -2.2964 -0.4215 0.337
H -3.6711 -2.5961 0.9601 0.360
H -1.6348 -2.5280 -0.3986 0.314
H -2.6079 -2.2720 -1.8765 0.623
H -1.2892 -1.3434 -1.7604 0.371
H -3.7445 -0.3774 -2.2997 0.487
H -4.8114 0.1882 -1.0784 0.324
H -3.2932 0.9755 -1.3751 0.332
H -2.2096 0.3869 3.6934 0.331
H -2.8897 1.9521 3.3914 0.526
H -1.3795 1.6322 2.6626 0.209
H -1.9329 -1.6590 1.8756 0.215
C 3.4408 0.9229 -0.0241 -2.447
C 3.6218 -0.0445 -1.2166 1.699
C 4.9099 -0.8292 -0.8730 -1.357
C 5.1052 -2.0889 -1.7403 -0.586
C 3.8980 -2.9782 -1.5473 -1.264
C 2.5910 -2.3056 -1.9705 0.863
N 2.4311 -0.9608 -1.3338 1.294
O 1.2880 -0.2465 -1.7705 -0.173
C 2.5866 -2.2391 -3.5106 -1.897
C 1.4330 -3.2038 -1.5526 -1.986
C 3.8126 0.8746 -2.4353 -1.632
H 3.3287 0.3906 0.9251 0.429
H 2.5689 1.5713 -0.1333 0.243
H 4.3504 1.5205 -0.0064 0.662
H 5.7810 -0.2198 -1.1201 0.387
H 4.9554 -1.0696 0.1881 0.402
H 6.0190 -2.5094 -1.3171 0.434
H 5.2860 -1.8676 -2.7921 0.310
H 3.8609 -3.2933 -0.5008 0.264
H 4.0990 -3.8980 -2.1011 0.455
H 2.6062 -3.2728 -3.8454 0.510
H 1.6787 -1.8002 -3.9399 0.416
H 3.3805 -1.6212 -3.9290 0.346
H 0.4676 -2.7023 -1.6511 0.252
H 1.2673 -4.0913 -2.1670 0.527
H 1.5340 -3.5895 -0.5390 0.300
H 3.0557 1.6625 -2.4649 0.375
H 3.7521 0.4667 -3.4475 0.236
H 4.7893 1.3458 -2.3368 0.463
H 1.3783 -0.1740 -2.7393 0.231
```

Output
**F_max**: 3.1 eV/Å
**HOMO-LUMO gap**: 7.2 eV
**Energy above the lowest of the compared OMol25 structures with the same formula, charge and spin**: 97.8 kJ/mol

---

Record 2
Molecular formula: C22H38Cl10F8O4
Method: DFT, ωB97M-V/def2-TZVPD

The geometry in XYZ format:
```
82
Properties=species:S:1:pos:R:3:mulliken_charge:R:1
C 3.5370 1.8932 4.2079 -0.832
C 4.2008 3.2215 3.7353 0.774
C 4.5381 3.1040 2.1830 1.247
F 4.9796 4.2617 1.6607 -0.299
F 5.4233 2.1771 1.8891 -0.307
F 3.3869 4.2295 4.0244 -0.257
F 5.3829 3.4309 4.4034 -0.333
O 2.3714 1.5270 3.4809 -0.197
C 2.0520 0.1178 3.3958 0.688
C 0.8292 -0.2221 2.5162 1.477
F 0.4273 -1.4934 2.5704 -0.003
F -0.2278 0.5235 2.6880 -0.288
F 3.0895 -0.5808 2.8530 -0.342
F 1.8732 -0.3729 4.6491 -0.320
H 3.2470 2.0973 5.2386 0.290
H 4.2490 1.0689 4.1656 0.503
H 3.6575 2.8188 1.6073 -0.736
H 1.0440 -0.0438 1.4626 -1.912
C -0.4618 -3.4609 -1.7639 -0.924
C -0.9312 -2.8222 -0.4501 2.433
C -1.9697 -3.7870 0.1451 -0.942
O -2.1852 -4.7081 -0.8924 -0.603
C -1.0082 -4.8303 -1.7067 -0.968
H 0.6271 -3.4860 -1.8052 0.506
H -0.8161 -2.8731 -2.6107 0.116
H -1.4445 -1.9079 -0.7478 -1.618
H -0.1114 -2.5779 0.2256 0.248
H -2.9269 -3.3162 0.3693 0.006
H -1.6124 -4.3452 1.0104 0.744
H -1.1504 -5.2384 -2.7074 0.441
H -0.3353 -5.4406 -1.1042 0.332
C -4.6995 -0.5257 -0.7896 -0.677
C -3.9475 -1.6203 -0.1821 -1.264
C -2.6530 -0.8835 0.0324 2.339
O -3.0564 0.3874 0.5476 -0.783
C -4.4147 0.5765 0.2229 -0.627
H -5.7657 -0.7511 -0.8099 0.534
H -4.4060 -0.2541 -1.8036 0.279
H -3.8862 -2.4599 -0.8745 0.646
H -4.4338 -1.9683 0.7292 0.334
H -2.1368 -0.7020 -0.9103 -1.300
H -1.9579 -1.3634 0.7214 -0.971
H -4.5868 1.5645 -0.2042 0.489
H -5.0657 0.5355 1.0961 0.458
C 2.0972 2.3345 -1.8509 -0.290
C 2.3221 1.5001 -3.0755 -1.109
C 1.0150 0.7605 -3.2728 -0.901
O 0.0909 1.3359 -2.3642 -0.634
C 0.5891 2.5928 -1.8908 -1.079
H 2.6372 3.2811 -1.8755 0.609
H 2.3888 1.7836 -0.9567 0.063
H 3.2010 0.8606 -2.9944 0.401
H 2.4367 2.1623 -3.9337 0.299
H 1.1920 -0.2909 -3.0461 0.327
H 0.5849 0.8116 -4.2731 0.739
H 0.0335 2.8020 -0.9766 0.402
H 0.3523 3.4193 -2.5607 0.588
C 0.8269 -0.2828 -0.4717 0.771
Cl -0.8766 -0.4176 -0.9628 0.758
Cl 1.3162 -1.6887 0.4935 -0.544
H 1.3996 -0.1473 -1.3892 0.542
H 0.9271 0.6617 0.0631 -0.644
C 0.2632 -3.0417 2.3508 1.362
Cl -1.3883 -3.1184 3.1050 -0.185
Cl 0.8540 -4.7000 1.9999 -0.221
H 0.1836 -2.5184 1.3980 -1.349
H 0.9613 -2.5605 3.0359 0.275
C -1.2468 -0.5648 -3.3550 1.959
Cl -2.8172 -1.1565 -2.6883 -0.171
Cl -0.2736 -2.0229 -3.6613 -0.328
H -1.4431 -0.0177 -4.2771 0.766
H -0.8077 0.0827 -2.5960 -1.479
C -2.3370 1.8273 -1.1175 1.923
Cl -3.3544 1.5732 -2.5855 -0.137
Cl -1.2620 3.2738 -1.2466 -0.483
H -2.9854 1.8082 -0.2415 0.766
H -1.6526 0.9920 -0.9696 -1.933
C 1.1057 3.5148 0.6305 -0.139
Cl 1.9441 4.2631 1.9550 -0.035
Cl 1.4297 1.7531 0.6512 0.089
H 0.0534 3.7487 0.7914 0.361
H 1.5142 3.8855 -0.3097 0.278
```

Output
**F_max**: 18.1 eV/Å
**HOMO-LUMO gap**: 8.2 eV
**Energy above the lowest of the compared OMol25 structures with the same formula, charge and spin**: 3777.7 kJ/mol

---

Record 3
Molecular formula: C22H38Cl2N3RuSSb2Se4
Method: DFT, ωB97M-V/def2-TZVPD

The geometry in XYZ format:
```
73
Properties=species:S:1:pos:R:3:mulliken_spin:R:1
Ru 0.4847 0.2736 -0.1426 0.333
Se 3.8277 -2.2885 3.5188 0.006
Sb 3.2297 -0.4601 2.0023 0.006
Se 0.8972 0.4860 2.2999 0.005
Se 2.5535 -1.1541 -0.2837 0.008
Se 4.9932 1.1620 1.7057 -0.002
S -1.1291 -1.4282 0.2298 -0.002
C -0.3139 -2.6612 1.1541 -0.008
N -0.4197 -2.6446 2.4720 0.000
C 0.2991 -3.5280 3.3799 0.001
C 0.6221 -4.8189 2.6519 0.000
C 1.2918 -4.4643 1.3347 0.000
N 0.3640 -3.6468 0.5582 -0.001
H -0.8046 -1.7860 2.8336 0.000
H -0.3261 -3.6916 4.2605 0.000
H 1.2270 -3.0323 3.6879 0.000
H -0.2951 -5.3837 2.4548 0.000
H 1.2857 -5.4312 3.2614 0.000
H 1.5328 -5.3519 0.7480 0.000
H 2.2118 -3.9008 1.5266 0.000
H 0.6713 -3.3863 -0.3708 0.000
C 2.8309 -1.1774 -4.0232 0.001
C 2.1323 0.1828 -4.0635 -0.004
C 1.9483 0.6143 -5.5181 -0.001
C 3.0526 1.1875 -3.3652 0.003
Sb 0.2486 0.0901 -2.9128 0.026
C -0.6794 -1.7241 -3.7547 0.002
C -2.1691 -1.6889 -3.4127 0.000
C -0.0532 -2.9163 -3.0257 0.000
C -0.5254 -1.9238 -5.2587 -0.001
C -0.9700 1.6979 -3.8236 0.004
C -1.2806 1.5974 -5.3121 -0.002
C -0.2208 3.0039 -3.5625 -0.006
C -2.3016 1.7396 -3.0628 -0.004
H 3.8298 -1.0634 -4.4607 0.000
H 2.3063 -1.9385 -4.6042 0.000
H 2.9624 -1.5354 -3.0010 -0.001
H 2.8910 0.4526 -6.0545 0.000
H 1.7127 1.6777 -5.5933 0.000
H 1.1706 0.0581 -6.0448 0.000
H 3.9924 1.2537 -3.9266 0.000
H 3.2935 0.8672 -2.3502 -0.002
H 2.6232 2.1892 -3.3143 0.000
H -2.3489 -1.4355 -2.3661 0.000
H -2.6003 -2.6822 -3.5900 0.000
H -2.7094 -0.9778 -4.0401 0.000
H -0.2826 -2.8633 -1.9608 -0.001
H 1.0296 -2.9737 -3.1479 0.001
H -0.4881 -3.8434 -3.4207 0.000
H -0.9457 -1.1028 -5.8427 0.000
H -1.0584 -2.8392 -5.5468 0.000
H 0.5148 -2.0498 -5.5582 0.000
H -0.4000 1.7094 -5.9456 0.001
H -1.9777 2.4051 -5.5685 -0.002
H -1.7742 0.6587 -5.5698 0.001
H 0.7330 3.0501 -4.0912 0.001
H -0.0315 3.1621 -2.5009 0.008
H -0.8354 3.8424 -3.9137 -0.001
H -3.0002 0.9919 -3.4405 0.001
H -2.7609 2.7246 -3.2189 0.001
H -2.1821 1.6028 -1.9839 0.000
Cl 1.8330 2.3128 -0.3571 0.008
C 0.5669 3.4284 0.1034 0.097
C 0.8731 4.7445 0.3461 -0.064
C -0.1571 5.6274 0.6571 0.147
C -1.4648 5.1475 0.7075 -0.066
C -1.7416 3.8234 0.4581 0.114
Cl -3.4001 3.2824 0.5511 0.008
C -0.7392 2.8487 0.1480 -0.060
N -0.9945 1.5790 -0.1179 0.436
H 1.9052 5.0671 0.3143 -0.003
H 0.0533 6.6682 0.8625 0.018
H -2.2854 5.8131 0.9435 -0.004
```

Output
**F_max**: 1.2 eV/Å
**2S+1**: 2
**HOMO-LUMO gap (spin up / spin down)**: 5.4 / 5.3 eV
**Total charge**: -2
**Energy above the lowest of the compared OMol25 structures with the same formula, charge and spin**: 0.0 kJ/mol